No. 1
{
  "formula": "C5H13Cl6N2O5Sn",
  "method": "the ωB97M-V functional and the def2-TZVPD basis",
  "lumo_energy_ev": -8.1809,
  "e_above_lowest_kcal_mol": 16.40,
  "multiplicity": 1,
  "homo_lumo_gap_ha": 0.1856,
  "charge": 1,
  "elements": ["Sn", "O", "H", "C", "N", "O", "O", "H", "H", "H", "C", "N", "O", "O", "H", "H", "H", "C", "Cl", "Cl", "H", "H", "C", "Cl", "Cl", "H", "H", "C", "Cl", "Cl", "H", "H"],
  "xyz": [[0.22, -3.63, -1.20], [0.40, -1.05, -0.57], [0.43, -0.16, -0.93], [-2.35, -1.04, 1.20], [-1.64, -0.98, 2.52], [-2.05, -1.71, 3.38], [-0.70, -0.22, 2.59], [-2.22, -2.04, 0.79], [-1.96, -0.26, 0.56], [-3.41, -0.88, 1.38], [2.97, -0.99, 1.47], [2.37, -1.91, 2.47], [1.32, -2.47, 2.17], [2.85, -1.94, 3.56], [3.96, -0.72, 1.82], [2.37, -0.09, 1.46], [2.97, -1.47, 0.50], [-2.45, 0.16, -2.17], [-3.90, 0.70, -1.30], [-2.88, -0.38, -3.79], [-1.75, 0.99, -2.23], [-1.98, -0.65, -1.62], [0.37, 2.52, 0.66], [0.75, 3.64, 2.00], [-0.19, 3.49, -0.73], [1.22, 1.88, 0.45], [-0.47, 1.94, 1.03], [1.11, 1.33, -2.99], [0.20, 1.60, -4.47], [2.48, 2.44, -2.88], [0.47, 1.57, -2.15], [1.48, 0.31, -2.98]]
}

=====

No. 2
{
  "formula": "C18H16N2O6",
  "method": "the ωB97M-V functional and the def2-TZVPD basis",
  "smiles": "COC(=O)C1=C(C)NC(=O)N[C@H]1c1ccc(OC(=O)c2ccco2)cc1",
  "lumo_energy_ev": 0.4045,
  "e_above_lowest_kcal_mol": 45.86,
  "multiplicity": 1,
  "homo_lumo_gap_ha": 0.3351,
  "charge": 0,
  "elements": ["C", "O", "C", "O", "C", "C", "C", "N", "C", "O", "N", "C", "C", "C", "C", "C", "O", "C", "O", "C", "C", "C", "C", "O", "C", "C", "H", "H", "H", "H", "H", "H", "H", "H", "H", "H", "H", "H", "H", "H", "H", "H"],
  "xyz": [[-2.54, 2.68, -2.32], [-1.21, 2.67, -1.83], [-0.97, 3.45, -0.76], [-1.84, 4.14, -0.27], [0.41, 3.34, -0.31], [0.93, 4.03, 0.74], [0.20, 5.03, 1.58], [2.24, 3.85, 1.10], [3.17, 3.13, 0.37], [4.34, 3.10, 0.69], [2.68, 2.53, -0.73], [1.27, 2.33, -1.04], [0.83, 0.92, -0.67], [0.37, 0.04, -1.63], [-0.04, -1.24, -1.29], [0.01, -1.64, 0.03], [-0.34, -2.91, 0.47], [-1.31, -3.63, -0.11], [-2.00, -3.28, -1.03], [-1.44, -4.94, 0.54], [-2.31, -5.96, 0.26], [-2.01, -6.99, 1.18], [-0.98, -6.51, 1.95], [-0.63, -5.28, 1.57], [0.49, -0.77, 1.01], [0.90, 0.50, 0.66], [-2.56, 1.98, -3.15], [-2.82, 3.68, -2.64], [-3.23, 2.35, -1.54], [0.68, 6.00, 1.50], [0.23, 4.72, 2.62], [-0.83, 5.12, 1.25], [2.61, 4.38, 1.88], [3.33, 1.95, -1.24], [1.14, 2.46, -2.12], [0.32, 0.35, -2.66], [-0.41, -1.91, -2.05], [-3.06, -5.96, -0.50], [-2.49, -7.94, 1.26], [-0.44, -6.95, 2.76], [0.53, -1.11, 2.03], [1.26, 1.17, 1.42]]
}

=====

No. 3
{
  "formula": "C40H39CrFN7O8S",
  "method": "the ωB97M-V functional and the def2-TZVPD basis",
  "lumo_energy_ev": [-1.7062, -1.7062],
  "e_above_lowest_kcal_mol": 32.95,
  "multiplicity": 2,
  "homo_lumo_gap_ha": [0.1774, 0.1702],
  "s2": 0.761,
  "charge": 0,
  "elements": ["Cr", "C", "C", "N", "N", "C", "O", "C", "C", "C", "C", "C", "C", "C", "C", "C", "C", "C", "N", "H", "H", "H", "H", "H", "H", "H", "H", "H", "H", "H", "H", "F", "C", "C", "C", "C", "O", "C", "C", "N", "C", "C", "C", "C", "C", "C", "N", "C", "C", "N", "C", "C", "C", "O", "O", "H", "H", "H", "H", "H", "H", "H", "H", "H", "H", "H", "H", "H", "H", "H", "H", "H", "H", "C", "C", "C", "C", "C", "C", "C", "S", "O", "O", "N", "C", "C", "O", "O", "H", "H", "H", "H", "H", "H", "H", "H", "H"],
  "xyz": [[-1.55, -2.56, -1.08], [1.27, -4.89, 1.23], [0.07, -4.20, 0.66], [-0.12, -4.00, -0.60], [0.67, -4.45, -1.57], [-0.01, -4.28, -2.72], [-1.18, -3.83, -2.73], [0.64, -4.67, -3.99], [1.98, -5.04, -4.03], [2.57, -5.38, -5.24], [1.82, -5.34, -6.41], [0.48, -4.96, -6.37], [-0.10, -4.62, -5.16], [-1.06, -3.77, 1.46], [-1.18, -3.97, 2.83], [-2.38, -3.69, 3.45], [-3.44, -3.20, 2.69], [-3.23, -2.95, 1.35], [-2.07, -3.22, 0.74], [1.93, -5.17, 0.42], [0.97, -5.79, 1.78], [1.79, -4.23, 1.92], [2.55, -5.05, -3.11], [3.61, -5.67, -5.28], [2.28, -5.60, -7.35], [-0.10, -4.94, -7.28], [-1.14, -4.30, -5.10], [-0.35, -4.37, 3.40], [-2.51, -3.87, 4.51], [-4.40, -3.00, 3.13], [-4.01, -2.53, 0.73], [0.52, 0.24, 4.41], [0.94, 0.56, 3.16], [0.65, -0.28, 2.12], [1.10, 0.04, 0.84], [0.57, -0.68, -0.29], [-0.26, -1.58, -0.08], [0.97, -0.24, -1.58], [1.93, 0.70, -1.69], [2.49, 1.36, -0.62], [3.70, 2.09, -0.91], [4.76, 2.45, 0.09], [3.95, 3.54, -0.58], [1.95, 1.15, 0.64], [2.13, 2.03, 1.71], [1.59, 1.76, 2.96], [1.63, 2.79, 3.94], [0.59, 2.88, 4.95], [0.48, 4.38, 5.35], [1.27, 5.14, 4.34], [2.73, 4.87, 4.54], [2.89, 3.32, 4.43], [0.28, -0.72, -2.86], [0.76, -0.31, -3.92], [-0.75, -1.43, -2.70], [0.03, -1.15, 2.26], [2.29, 0.97, -2.67], [4.08, 1.79, -1.88], [5.79, 2.31, -0.21], [4.58, 2.23, 1.13], [4.44, 4.14, -1.34], [3.22, 4.08, -0.01], [2.62, 2.98, 1.57], [0.80, 2.28, 5.84], [-0.34, 2.52, 4.52], [0.90, 4.58, 6.33], [-0.56, 4.73, 5.33], [1.04, 6.13, 4.28], [1.07, 4.63, 3.46], [3.03, 5.25, 5.51], [3.28, 5.40, 3.76], [3.15, 2.91, 5.41], [3.69, 3.07, 3.74], [-2.39, 5.39, -2.92], [-2.57, 4.14, -2.10], [-3.83, 3.69, -1.73], [-3.99, 2.50, -1.03], [-2.87, 1.76, -0.68], [-1.61, 2.21, -1.02], [-1.45, 3.39, -1.73], [-3.05, 0.18, 0.17], [-4.42, 0.18, 0.62], [-2.03, 0.13, 1.20], [-2.77, -0.93, -0.94], [-3.80, -1.04, -1.97], [-4.30, -2.50, -1.93], [-5.47, -2.77, -2.19], [-3.37, -3.31, -1.60], [-3.32, 5.95, -3.00], [-2.06, 5.12, -3.93], [-1.62, 6.04, -2.49], [-4.70, 4.27, -2.01], [-4.97, 2.13, -0.76], [-0.76, 1.62, -0.72], [-0.46, 3.71, -2.02], [-3.34, -0.90, -2.96], [-4.63, -0.35, -1.83]]
}

=====

No. 4
{
  "formula": "C7H12",
  "method": "the ωB97M-V functional and the def2-TZVPD basis",
  "lumo_energy_ev": [3.8193, 3.6720],
  "e_above_lowest_kcal_mol": 34.01,
  "multiplicity": 2,
  "homo_lumo_gap_ha": [0.0937, 0.3196],
  "s2": 0.751,
  "charge": -1,
  "elements": ["C", "C", "C", "C", "C", "C", "C", "H", "H", "H", "H", "H", "H", "H", "H", "H", "H", "H", "H"],
  "xyz": [[0.64, -0.63, 1.99], [-0.52, -0.77, 1.01], [-1.15, -1.94, 0.96], [-1.10, 0.52, 0.52], [-0.31, 1.17, -0.58], [0.60, 0.49, -1.30], [1.18, 0.97, -2.65], [0.60, -1.23, 2.91], [1.55, -0.86, 1.44], [0.63, 0.40, 2.37], [-0.70, -2.87, 1.31], [-2.24, -1.94, 0.75], [-1.31, 1.34, 1.26], [-2.18, 0.35, 0.31], [-0.73, 2.16, -0.86], [1.07, -0.34, -0.80], [0.59, 1.76, -3.09], [1.25, 0.09, -3.30], [2.13, 1.32, -2.23]]
}

=====

No. 5
{
  "formula": "C3H3FO3",
  "method": "the ωB97M-V functional and the def2-TZVPD basis",
  "lumo_energy_ev": [-0.7449, -2.7823],
  "e_above_lowest_kcal_mol": 75.45,
  "multiplicity": 3,
  "homo_lumo_gap_ha": [0.2158, 0.3345],
  "s2": 2.010,
  "charge": 0,
  "elements": ["C", "C", "C", "O", "O", "O", "F", "H", "H", "H"],
  "xyz": [[1.38, 0.14, -0.85], [-0.28, -1.62, -1.78], [0.45, -0.87, -0.76], [1.89, 1.13, -1.18], [-1.18, -2.23, -1.41], [-1.69, 0.14, -2.12], [0.24, -1.62, -3.06], [-1.09, -0.17, -2.73], [-2.25, 1.41, -2.02], [0.53, -1.40, 0.23]]
}

=====

No. 6
{
  "formula": "C20H12AlF5N3OSe",
  "method": "the ωB97M-V functional and the def2-TZVPD basis",
  "lumo_energy_ev": -4.5464,
  "multiplicity": 1,
  "homo_lumo_gap_ha": 0.2587,
  "charge": 1,
  "elements": ["Al", "C", "C", "N", "N", "C", "O", "C", "C", "C", "C", "C", "C", "C", "C", "C", "C", "C", "N", "H", "H", "H", "H", "H", "H", "H", "H", "H", "H", "H", "H", "F", "C", "C", "F", "C", "F", "C", "Se", "C", "F", "C", "F"],
  "xyz": [[-0.29, 0.04, -0.02], [2.22, 2.55, 2.28], [1.16, 1.95, 1.43], [1.18, 0.74, 1.01], [2.19, -0.15, 1.15], [1.98, -1.12, 0.27], [0.93, -1.11, -0.53], [2.92, -2.23, 0.17], [2.74, -3.19, -0.83], [3.64, -4.23, -0.95], [4.72, -4.32, -0.07], [4.90, -3.37, 0.92], [4.00, -2.32, 1.05], [0.02, 2.69, 0.86], [-0.31, 3.99, 1.19], [-1.35, 4.62, 0.52], [-2.03, 3.94, -0.47], [-1.67, 2.64, -0.74], [-0.68, 2.02, -0.10], [2.04, 2.33, 3.34], [3.17, 2.08, 2.02], [2.30, 3.62, 2.15], [1.90, -3.11, -1.50], [3.51, -4.98, -1.71], [5.43, -5.13, -0.17], [5.73, -3.44, 1.60], [4.12, -1.57, 1.82], [0.23, 4.51, 1.97], [-1.62, 5.64, 0.77], [-2.83, 4.41, -1.03], [-2.18, 2.06, -1.50], [-5.69, -0.85, -3.44], [-4.88, -0.82, -2.39], [-5.39, -1.04, -1.11], [-6.68, -1.27, -0.95], [-4.54, -1.02, -0.02], [-5.03, -1.23, 1.20], [-3.17, -0.78, -0.15], [-2.04, -0.73, 1.37], [-2.73, -0.58, -1.44], [-1.36, -0.31, -1.62], [-3.53, -0.58, -2.56], [-3.02, -0.36, -3.76]]
}

=====

| no. | calculated total energy (Eh) |
| --- | --- |
| 1 | -3658.85671 |
| 2 | -1256.51678 |
| 3 | -4075.34040 |
| 4 | -273.78263 |
| 5 | -441.43332 |
| 6 | -4151.94847 |